# 1
Formula: C22H45NO9P2
Source: OMol25
Level of theory: wB97M-V/def2-TZVPD

Structure (SMILES): C#C[C@H](O[C@H]([PH2]=O)[C@@](CCCCCCOC(C)=O)(COC)OC)[PH2]=O.COCCNCCOC
Highest occupied orbital energy in eV: -8.604
LUMO energy in Eh: 0.009
E in eV: -62028.107
Kohn-Sham gap in eV: 8.857

Element x y z (Å)
C: -5.3249 0.4486 -2.1831
C: -4.0374 0.5173 -2.4569
C: -2.4465 0.3805 -2.6652
O: -1.6952 1.5531 -2.2559
C: -0.9877 1.3526 -1.0008
P: -2.1581 1.8315 0.4601
O: -1.6743 1.0543 1.7262
C: 0.3859 2.2545 -0.8803
C: 1.6091 1.2034 -0.9869
C: 2.9711 1.7783 -1.6376
C: 4.2191 1.1996 -0.7278
C: 5.0155 2.4569 -0.0601
C: 5.6757 2.1310 1.3754
C: 4.6466 2.2918 2.6261
O: 3.8095 1.0938 2.6477
C: 3.0980 0.9660 3.8936
C: 1.4883 1.0757 3.9587
O: 3.7430 0.7184 4.9801
C: 0.3543 3.3913 -2.0271
O: -0.7413 4.3223 -1.6764
C: -0.2204 5.6715 -1.4942
O: 0.2756 2.9321 0.4071
C: 1.5258 3.5436 0.8180
P: -2.1182 0.1708 -4.5570
O: -3.0970 -0.8482 -5.2199
H: -6.3732 0.2389 -1.7346
H: -2.0939 -0.6082 -2.1907
H: -0.7021 0.2468 -0.7866
H: -2.2744 3.2478 0.6416
H: -3.4959 1.3446 0.1610
H: 1.7305 0.7183 0.0498
H: 1.2475 0.3465 -1.6953
H: 3.0846 2.9207 -1.6100
H: 3.1872 1.4192 -2.7101
H: 4.9823 0.6421 -1.3873
H: 3.8680 0.5304 0.1371
H: 4.3420 3.3913 0.0812
H: 5.8917 2.7731 -0.7658
H: 6.5004 2.9397 1.5568
H: 6.2018 1.1127 1.4540
H: 5.2418 2.2984 3.6316
H: 4.0578 3.2870 2.6119
H: 0.9735 0.3774 3.1838
H: 1.1260 2.1708 3.8394
H: 1.1776 0.6800 5.0054
H: 0.2540 2.9823 -3.1063
H: 1.3083 4.0658 -2.0464
H: -1.0082 6.3694 -0.9951
H: 0.6992 5.6988 -0.7734
H: 0.0296 6.1387 -2.5314
H: 1.2625 4.3410 1.6240
H: 2.1088 4.0764 -0.0159
H: 2.1980 2.7528 1.3540
H: -0.7291 -0.2483 -4.6748
H: -2.3040 1.4563 -5.1735
C: -3.0416 -2.0034 1.3482
O: -2.3607 -2.4845 0.1969
C: -1.0215 -2.9098 0.4669
C: -0.9016 -4.4332 0.3498
N: -1.5957 -5.1060 1.4494
C: -1.7520 -6.5495 1.2534
C: -2.5873 -7.0188 0.0494
O: -3.9760 -6.7127 0.1467
C: -4.3220 -5.3980 -0.2633
H: -3.9724 -1.5351 1.0196
H: -3.2960 -2.8246 2.0242
H: -2.4452 -1.2547 1.8773
H: -0.6647 -2.5530 1.4390
H: -0.3909 -2.4559 -0.3010
H: 0.1561 -4.7125 0.3664
H: -1.3200 -4.7215 -0.6197
H: -2.5183 -4.6987 1.5577
H: -2.2286 -6.9346 2.1609
H: -0.7586 -7.0086 1.2017
H: -2.5292 -8.1124 0.0265
H: -2.1791 -6.6800 -0.9091
H: -3.6848 -5.0298 -1.0719
H: -4.2881 -4.7195 0.5914
H: -5.3542 -5.4143 -0.6196

Forces on atoms 1 to 6 (eV/Å):
6.7 -0.2 -0.7
-5.7 -0.9 1.9
-1.5 0.2 -0.8
0.3 -1.9 0.6
0.0 0.9 1.2
1.2 -2.7 3.0

# 2
Formula: C6H34O13
Source: OMol25
Level of theory: wB97M-V/def2-TZVPD

2S+1: 2
Highest occupied orbital energy (spin up / spin down) in eV: -12.989 / -12.989
⟨S²⟩: 0.76
LUMO energy (spin up / spin down) in Eh: -0.161 / -0.300
E in eV: -33378.948
Relative energy (zero: lowest compared OMol25 entry of this formula, charge and spin) in kJ/mol: 235.9
Kohn-Sham gap (spin up / spin down) in eV: 8.611 / 4.820
Total charge: +1

Element x y z (Å)
C: 0.0188 -4.7789 1.4877
C: 0.2039 -3.3457 1.1498
C: -0.6894 -2.3268 1.3941
C: 2.4454 -2.1402 -1.8698
O: 2.1669 -0.7487 -1.7572
C: 1.4538 -2.9466 -0.9643
C: 1.3227 -2.7763 0.3481
H: 0.4908 -5.4527 0.7775
H: -0.9926 -4.9335 1.8553
H: 0.7511 -4.9954 2.3150
H: -1.7033 -2.2291 1.6749
H: -0.2603 -1.3215 1.2623
H: 2.2910 -2.3315 -2.9100
H: 3.4303 -2.2965 -1.4229
H: 2.1634 -0.5102 -0.8184
H: 0.8164 -3.6665 -1.4304
H: 1.8388 -2.0821 1.0296
H: -0.0821 0.7239 -3.7385
H: -1.3682 1.2916 -2.9489
O: -0.7517 0.5532 -3.0702
H: -3.3388 4.2792 -0.3479
H: -4.5390 3.3198 -0.4590
O: -4.0462 3.9988 -0.9416
H: -0.0424 1.8189 -1.0856
H: 0.4610 2.0141 0.2773
O: -0.3845 1.8523 -0.1758
H: -2.8002 2.0634 -2.6494
H: -3.0842 3.5087 -2.3487
O: -2.7062 2.9318 -3.0470
H: 3.4268 1.8037 0.3701
H: 2.3627 1.5823 1.6283
O: 2.6705 1.3555 0.7501
H: -0.8592 -1.5203 -2.0917
H: -1.9539 -0.4764 -2.6232
O: -1.7461 -1.4207 -2.4269
H: 1.3903 -2.2688 4.3410
H: 0.5630 -1.1429 3.5680
O: 0.8992 -1.4380 4.4418
H: -2.5849 -0.1108 -0.9288
H: -3.5619 -1.0409 -0.4431
O: -3.3194 -0.1141 -0.3034
H: 4.7046 -1.9932 1.7193
H: 3.2254 -2.0841 1.0317
O: 4.1762 -2.2096 0.9487
H: -1.4408 5.1507 -2.3240
H: -0.1173 4.2792 -2.3447
O: -0.7574 4.7291 -1.7950
H: -1.1976 4.4505 0.6264
H: -0.0685 4.3267 1.7073
O: -0.9709 4.5972 1.5457
H: 1.4276 1.0567 3.6151
H: 0.1201 1.7071 4.0881
O: 0.5464 1.3077 3.3131

Forces on atoms 1 to 6 (eV/Å):
1.1 1.0 0.8
0.2 -1.0 -1.0
1.4 2.0 0.2
-1.0 0.7 2.2
-0.4 0.0 0.3
1.4 0.4 -1.4